Record 1
Here is a structure of composition C4H6BaO3 at a distorted geometry from the OMol25 dataset. Energies are from the ωB97M-V functional and the def2-TZVPD basis.

orbital gap = 6.33 eV
lowest unoccupied orbital energy = -7.87 eV
largest force on an atom = 1.3 eV Å⁻¹
total charge = +2
HOMO level = -14.205 eV
spin multiplicity = 1

Each line ends with the Mulliken charge.
Element x y z (Å)
C 4.723 -0.815 1.487  0.709
C 3.553 -1.297 1.340  -0.540
O 5.831 -0.374 1.757  -0.233
H 2.755 -0.586 1.000  0.279
H 3.399 -2.380 1.324  0.296
H 6.403 -0.139 0.994  0.471
O 0.165 0.767 1.418  -0.384
C -0.747 -0.018 1.357  -0.132
O -2.072 0.479 1.308  -0.311
Ba -2.211 -2.213 1.160  1.698
C -2.352 1.885 1.347  -0.645
H -1.947 2.315 2.270  0.274
H -1.897 2.373 0.477  0.276
H -3.439 1.989 1.320  0.243

***

Record 2
Here is a structure of composition C6H12O from the OMol25 dataset. Energies are from the ωB97M-V functional and the def2-TZVPD basis.

orbital gap = 8.56 eV
lowest unoccupied orbital energy = 0.94 eV
largest force on an atom = 0.4 eV Å⁻¹
total charge = 0
HOMO level = -7.622 eV
spin multiplicity = 1

Each line ends with the Mulliken charge.
Element x y z (Å)
C -1.859 -0.986 -0.468  -1.510
C -0.808 0.076 -0.143  0.676
C -1.346 1.140 0.816  -1.461
C 0.408 -0.576 0.469  -0.096
O 1.243 -1.370 -0.437  -0.386
C 1.746 -0.223 0.046  0.137
C 2.550 0.828 -0.425  -1.042
H -2.737 -0.528 -0.937  0.408
H -1.458 -1.739 -1.154  0.352
H -2.194 -1.496 0.443  0.337
H -0.491 0.560 -1.075  0.271
H -1.656 0.691 1.768  0.347
H -2.222 1.636 0.384  0.398
H -0.594 1.907 1.031  0.342
H 0.290 -1.039 1.447  0.458
H 2.599 -0.865 1.327  0.081
H 3.267 0.608 -1.208  0.317
H 2.893 0.038 0.771  0.098
H 2.186 1.841 -0.292  0.273

***

Record 3
Here is a structure of composition C19H26F5N6O13P2TaTe at a distorted geometry from the OMol25 dataset. Energies are from the ωB97M-V functional and the def2-TZVPD basis.

orbital gap = 8.40 eV
lowest unoccupied orbital energy = -0.82 eV
largest force on an atom = 1.1 eV Å⁻¹
total charge = 0
HOMO level = -9.220 eV
spin multiplicity = 1

Each line ends with the Mulliken charge.
Element x y z (Å)
Ta 0.973 0.041 -0.731  2.096
N -3.428 0.007 -0.340  -0.395
C -3.211 -0.237 -1.768  -0.598
C -2.328 -1.460 -1.904  0.489
O -2.571 -2.426 -1.177  -0.724
N -1.306 -1.498 -2.793  0.224
C -0.567 -2.757 -2.794  -0.844
C 0.386 -2.881 -1.610  0.400
O 0.519 -3.884 -0.961  -0.677
O 1.110 -1.780 -1.370  -0.573
H -3.764 -0.853 0.079  0.225
H -4.149 0.707 -0.220  0.233
H -2.799 0.655 -2.223  0.468
H -4.128 -0.479 -2.322  0.316
H 0.019 -2.850 -3.702  0.539
H -1.269 -3.586 -2.736  0.472
N 5.108 2.661 -0.322  -0.117
C 4.426 1.318 -0.458  0.148
C 5.459 0.284 -0.891  -1.924
P 3.665 0.831 1.144  0.853
O 3.166 2.279 1.665  -0.539
O 4.636 0.233 2.067  -0.787
O 2.434 0.015 0.727  -0.635
P 3.203 1.583 -1.820  1.005
O 2.014 2.247 -1.008  -0.517
O 3.913 2.405 -2.812  -0.921
O 2.620 0.187 -2.049  -0.640
H 6.011 2.581 0.146  0.352
H 4.508 3.291 0.218  0.365
H 5.211 3.023 -1.285  0.394
H 6.223 0.159 -0.121  0.484
H 5.915 0.568 -1.842  0.485
H 4.966 -0.677 -1.031  0.367
H 3.245 2.319 2.628  0.304
H 1.097 2.783 -1.273  0.375
N -0.427 -1.065 0.465  -0.035
C -0.962 -1.838 1.133  0.286
N -1.595 -2.695 1.867  -0.034
C -1.515 -2.547 3.334  -0.473
C -0.447 -3.494 3.857  -0.576
O -0.701 -4.821 3.442  -0.437
C -0.668 -4.937 2.025  -0.523
C -1.752 -4.087 1.390  -0.400
H -2.493 -2.812 3.738  0.337
H -1.286 -1.509 3.572  0.346
H -0.441 -3.493 4.946  0.409
H 0.538 -3.165 3.498  0.313
H -0.825 -5.988 1.790  0.406
H 0.311 -4.632 1.637  0.318
H -2.741 -4.415 1.712  0.294
H -1.702 -4.091 0.305  0.272
O -0.033 3.308 -1.018  -0.671
C -0.521 2.738 -0.037  0.319
N -0.058 1.575 0.524  0.782
C -0.694 1.414 1.770  -0.189
O -0.427 0.579 2.599  -0.606
C -1.731 2.485 1.896  0.316
C -2.658 2.735 2.884  -0.590
C -3.504 3.826 2.697  -0.556
C -3.402 4.633 1.567  -0.613
C -2.446 4.381 0.585  -0.323
C -1.630 3.288 0.780  -0.111
H -2.725 2.107 3.763  0.515
H -4.256 4.055 3.441  0.420
H -4.077 5.471 1.454  0.431
H -2.353 5.002 -0.295  0.558
F -0.539 0.403 -5.815  -0.296
Te -0.694 0.213 -3.959  1.050
F -1.725 1.749 -3.661  -0.360
F 0.684 1.509 -4.091  -0.374
F 0.744 -0.962 -4.230  -0.431
F -2.406 -0.335 -4.633  -0.367
O -0.147 0.607 -2.043  -0.110

***

Record 4
Here is a cluster of 2 separate species, C3H9NO in total at a distorted geometry from the OMol25 dataset. Energies are from the ωB97M-V functional and the def2-TZVPD basis.

orbital gap (alpha / beta) = 10.05 / 7.76 eV
lowest unoccupied orbital energy (alpha / beta) = -4.53 / -7.07 eV
largest force on an atom = 4.8 eV Å⁻¹
total charge = +1
HOMO level (alpha / beta) = -14.586 / -14.829 eV
expectation value of S² = 0.759
spin multiplicity = 2

Each line ends with the Mulliken charge.
Element x y z (Å)
C 0.610 1.191 0.233  -0.896
C -0.451 0.188 0.095  -0.190
C -1.829 0.321 0.074  0.060
N -2.656 -0.759 0.363  -0.304
H 0.878 1.218 1.254  0.314
H 0.524 2.180 -0.096  0.415
H 1.587 0.934 -0.344  0.236
H -0.109 -0.800 -0.292  0.397
H -2.226 1.177 -0.437  0.389
H -3.601 -0.487 0.275  0.283
H -2.416 -1.356 1.106  0.284
H 2.808 -1.859 -1.031  0.323
H 3.900 -1.051 -0.415  0.329
O 2.980 -0.897 -0.784  -0.641

***

Record 5
Here is a cluster of 4 separate species, C2H11NO4 in total at a distorted geometry from the OMol25 dataset. Energies are from the ωB97M-V functional and the def2-TZVPD basis.

orbital gap = 10.42 eV
lowest unoccupied orbital energy = 0.15 eV
largest force on an atom = 4.5 eV Å⁻¹
SMILES string = CC(N)=O.O.O.O
total charge = 0
HOMO level = -10.261 eV
spin multiplicity = 1

Each line ends with the Mulliken charge.
Element x y z (Å)
C 1.052 -0.298 -0.162  -1.215
C 0.531 1.004 0.274  0.744
N -0.805 1.074 0.613  -0.368
O 1.299 1.995 0.459  -0.581
H 2.089 -0.195 -0.670  0.260
H 0.513 -0.800 -0.888  0.439
H 1.125 -1.013 0.656  0.318
H -1.214 0.195 0.992  0.233
H -1.432 1.802 0.406  0.187
O -1.851 -1.041 -1.848  -0.631
H -1.237 -0.689 -1.146  0.370
H -2.649 -1.348 -1.396  0.222
O 4.535 2.501 0.465  -0.631
H 3.742 2.160 0.757  0.327
H 4.204 3.341 0.095  0.310
O -3.327 -2.607 0.714  -0.648
H -3.645 -2.544 -0.183  0.324
H -2.930 -3.537 0.861  0.340